# C7H13FO3S

C7H13FO3S in the gas phase (the ωB97M-V functional and the def2-TZVPD basis, the OMol25 dataset).

```
25
Properties=species:S:1:pos:R:3:forces:R:3
O 3.452025 -2.533984 -0.339975 -0.1 0.1 0.1
S 2.379429 -1.689540 -0.790776 -0.1 -0.1 0.0
O 2.880030 -0.169237 -0.468818 0.0 0.0 0.0
C 2.137638 0.892565 -1.107570 0.0 0.0 -0.2
C 1.107438 1.444155 -0.145983 0.2 -0.1 0.2
C 0.072347 0.365617 0.180832 0.0 -0.1 -0.2
C -1.247997 0.908292 0.754177 0.1 0.1 0.1
C -2.501354 0.354835 0.064142 0.1 0.0 0.0
C -2.497230 -1.147623 -0.181918 0.1 0.0 -0.1
F -2.013657 -1.424625 -1.473559 -0.1 0.1 0.2
C 0.720432 -0.706724 1.073764 0.1 0.0 0.1
O 1.191576 -1.842035 0.336861 0.2 0.1 -0.1
H 1.660000 0.494852 -2.011077 0.0 0.1 0.0
H 2.869654 1.637389 -1.414829 0.0 0.0 0.1
H 0.657114 2.354219 -0.547006 -0.1 -0.1 -0.2
H 1.639213 1.725768 0.770530 -0.1 0.2 0.0
H -0.147254 -0.145363 -0.763066 -0.2 0.0 0.1
H -1.262845 1.997378 0.667093 0.0 0.0 0.0
H -1.304865 0.698928 1.826852 0.0 0.0 0.0
H -3.381087 0.610382 0.659202 0.0 0.0 0.0
H -2.629959 0.835797 -0.908846 0.0 0.0 0.0
H -3.502266 -1.567863 -0.124069 0.0 0.0 -0.1
H -1.849164 -1.685540 0.513709 -0.1 0.0 0.0
H 1.558114 -0.290572 1.637878 -0.1 0.0 0.1
H 0.012667 -1.117069 1.792452 0.0 -0.1 -0.1
```
Forces are in eV/Å.

E	-27163.975	eV
ΔE to the lowest compared entry with this formula, charge and spin	0.688	eV
charge	0
frontier orbital gap	10.64	eV

---

# C4H4O2

C4H4O2 in the gas phase in a non-equilibrium geometry (the ωB97M-V functional and the def2-TZVPD basis, the OMol25 dataset).

```
10
Properties=species:S:1:pos:R:3:forces:R:3
O 1.925584 0.093875 -0.043724 5.0 -3.8 -0.9
C 0.628847 -0.144873 -0.006496 2.9 4.4 0.7
C -0.052509 1.102959 0.058247 -0.2 3.1 0.7
C -1.351601 0.707527 -0.096850 -4.3 -0.2 0.4
O -1.367036 -0.628587 0.031557 -4.0 -1.2 -0.9
C -0.175918 -1.139015 0.061015 0.5 -2.0 0.0
H 2.489378 -0.768791 -0.288179 -2.0 2.8 0.9
H 0.559892 2.117154 0.451482 -2.2 -2.9 -1.9
H -2.644057 0.820067 -0.305200 4.5 1.3 0.9
H -0.012584 -2.160312 0.138146 -0.1 -1.6 0.0
```
Forces are in eV/Å.

E	-8303.801	eV
ΔE to the lowest compared entry with this formula, charge and spin	3.276	eV
charge	0
structure (SMILES)	Oc1ccoc1
frontier orbital gap	9.23	eV